(1)
Computed, not measured: a structure of composition C30H42HgN2O2P2, with the ωB97M-V functional and the def2-TZVPD basis.

Summary:
Frontier orbital gap, eV: 7.3
Energy above the lowest of the compared OMol25 structures with the same formula, charge and spin, kcal per mole: 0.0
LUMO, eV: -0.062
Electronic energy, hartree: -2264.3475

XYZ file:
```
79
C30H42HgN2O2P2, DFT the ωB97M-V functional and the def2-TZVPD basis
P 2.6650 -0.9597 -2.8100
P 0.9956 -3.5466 -1.3230
C 3.3237 -2.6775 -2.6570
C 2.2835 -3.8105 -2.6087
H 3.8985 -2.6456 -1.7121
H 4.0308 -2.8483 -3.4865
H 1.7393 -3.9291 -3.5606
H 2.8103 -4.7503 -2.3983
C 1.6141 -4.4309 0.1580
H 1.0804 -4.0841 1.0515
H 2.6918 -4.3018 0.3311
H 1.4058 -5.5091 0.0171
C -0.4652 -4.4484 -1.8945
H -0.4998 -5.4984 -1.5544
H -0.4763 -4.4260 -2.9902
H -1.3537 -3.9251 -1.4792
C 4.3374 -0.1716 -2.7775
H 4.2644 0.9231 -2.8269
H 4.9264 -0.5310 -3.6430
H 4.9099 -0.4446 -1.8745
C 2.2990 -0.7349 -4.5987
H 1.4897 -1.4035 -4.9265
H 3.2129 -0.9453 -5.1707
H 1.9964 0.3055 -4.7940
Hg 0.6557 -1.3071 -1.4892
C 4.0793 -2.6533 1.9173
C 5.1561 -3.1505 1.2672
C 6.5913 -2.6882 1.3737
C 6.7572 -1.2155 1.7465
C 6.2851 -0.4000 0.5767
C 5.0560 0.0912 0.4497
C 3.8637 -0.0463 1.3310
C 3.5047 -1.2973 2.1668
C -0.5045 0.0116 -2.6976
H 3.4139 -3.4139 2.3592
H 5.0276 -4.1342 0.8054
H 7.1131 -2.8620 0.4275
H 7.0633 -3.3291 2.1408
H 6.1741 -0.9738 2.6414
H 7.8322 -1.0261 1.9203
H 6.9974 -0.3073 -0.2612
H 4.8491 0.8124 -0.3606
H 2.9975 0.1022 0.6609
H 3.8433 0.8172 2.0140
H 3.6224 -1.0320 3.2333
H 2.4104 -1.4149 2.0418
H -0.4098 -0.2683 -3.7449
H -0.1419 1.0145 -2.4954
H -1.5324 -0.1097 -2.3396
O -2.5379 -3.1160 -0.2391
C -2.5079 -1.9711 0.1921
N -3.2910 -1.5522 1.2927
C -3.4475 -0.1194 1.2684
C -2.2840 0.2471 0.2958
O -1.9147 1.4050 0.0812
N -1.7770 -0.8898 -0.2584
C -4.8593 0.1928 0.7425
C -5.0809 1.0184 -0.3670
C -6.3812 1.1486 -0.8701
C -7.4458 0.4980 -0.2708
C -7.2348 -0.3017 0.8641
C -5.9439 -0.4119 1.3934
C -3.2415 0.4617 2.6641
C -3.8740 1.6450 3.0599
C -3.7344 2.1035 4.3787
C -2.9843 1.3623 5.2992
C -2.3380 0.1931 4.8937
C -2.4744 -0.2670 3.5753
H -4.0646 -2.1715 1.5026
H -4.2440 1.5396 -0.8279
H -6.5292 1.7737 -1.7545
H -8.4557 0.5990 -0.6729
H -8.0600 -0.8318 1.3342
H -5.7992 -1.0071 2.3093
H -4.4912 2.1900 2.3418
H -4.2271 3.0258 4.6755
H -2.8967 1.7036 6.3343
H -1.7282 -0.3944 5.5857
H -2.0228 -1.2100 3.2550
```



(2)
Computed, not measured: the molecule C4H7N, with the ωB97M-V functional and the def2-TZVPD basis.

Summary:
Frontier orbital gap, eV: 10.5
Structure (SMILES): C#C[C@H](C)N
Energy above the lowest of the compared OMol25 structures with the same formula, charge and spin, kcal per mole: 54.3
LUMO, eV: 0.993
Electronic energy, hartree: -211.2741

XYZ file:
```
12
C4H7N, DFT the ωB97M-V functional and the def2-TZVPD basis
C -0.1788 1.4726 1.6783
C 0.0992 0.6826 0.7993
C 0.3100 -0.3222 -0.1753
C 0.3501 0.1207 -1.6511
N -0.6811 -1.4126 -0.0948
H -0.2323 2.1947 2.5828
H 1.2670 -0.7901 0.0624
H -0.4711 0.7914 -1.7295
H 0.2554 -0.7375 -2.3931
H 1.3457 0.6507 -1.8246
H -0.3556 -2.1296 -0.7710
H -0.5242 -1.8134 0.8291
```



(3)
Computed, not measured: a cluster of 2 separate species, C3H7N2O in total, with the ωB97M-V functional and the def2-TZVPD basis.

Summary:
Frontier orbital gap, eV: 10.2
Net charge: +1
Energy above the lowest of the compared OMol25 structures with the same formula, charge and spin, kcal per mole: 40.2
LUMO, eV: -4.022
Electronic energy, hartree: -302.9760

XYZ file:
```
13
C3H7N2O, DFT the ωB97M-V functional and the def2-TZVPD basis
C -0.4288 0.5243 -0.9579
C -0.6884 1.3776 0.0891
N 0.4707 1.4151 0.8347
C 1.4030 0.6440 0.2669
N 0.8014 -0.0668 -0.6657
H -0.7629 0.7672 -1.9613
H -1.7031 1.5315 0.4154
H 0.5372 1.8195 1.7567
H 2.3962 0.6205 0.6885
H 1.0381 -1.0306 -0.8515
H -1.7543 -2.5804 -0.1013
H -0.3444 -2.8808 0.2487
O -0.9649 -2.1411 0.2378
```



(4)
Computed, not measured: the ion C2H3N4 with charge +1, with the ωB97M-V functional and the def2-TZVPD basis.

Summary:
Frontier orbital gap (alpha / beta), eV: 7.7 / 7.0
Expectation value of S²: 2.027
Net charge: +1
Energy above the lowest of the compared OMol25 structures with the same formula, charge and spin, kcal per mole: 95.2
LUMO (alpha / beta), eV: -6.353 / -9.997
Spin multiplicity: 3
Electronic energy, hartree: -296.3799

XYZ file:
```
9
C2H3N4, DFT the ωB97M-V functional and the def2-TZVPD basis
C -1.3423 -1.4892 -2.2629
C 0.0982 1.1012 1.2450
N 0.7953 -1.4460 -1.1778
N 0.6369 -0.5031 -0.4427
N -0.3637 -1.7988 -1.7263
N 0.3821 0.5404 -0.0027
H 0.2986 2.2322 1.0607
H -1.0095 1.0301 1.3343
H 0.5044 0.3332 1.9724
```



(5)
Computed, not measured: a structure of composition C40H56N5O12Sc, with the ωB97M-V functional and the def2-TZVPD basis.

Summary:
Frontier orbital gap (alpha / beta), eV: 3.2 / 4.3
Net charge: -2
LUMO (alpha / beta), eV: 1.954 / 2.980
Electronic energy, hartree: -3494.2882

XYZ file:
```
114
C40H56N5O12Sc, DFT the ωB97M-V functional and the def2-TZVPD basis
Sc -0.6651 1.1175 0.7765
C 0.8425 -3.7631 4.4511
N 0.8788 -2.7768 3.7422
C 5.8286 3.0514 9.9390
C 0.6444 -1.5079 3.3201
C 1.0209 -1.2256 1.9044
N -0.0394 -1.0725 0.8026
C 0.4351 -1.5422 -0.5620
C 1.7057 -0.9807 -0.8850
C 2.4897 -1.8244 -1.7314
C 3.1763 -1.3524 -2.8222
C 3.7280 -0.1154 -2.6008
C 3.5314 0.6076 -1.4478
C 2.3660 0.2369 -0.7343
O 1.5998 1.2585 0.1001
C 4.8074 1.2967 -0.9063
C 5.0780 2.5661 -1.7180
C 5.9831 0.2361 -1.0475
C 4.6427 1.7544 0.5823
C 3.3409 -2.0529 -4.1913
C 2.7723 -1.1309 -5.3366
C 2.4712 -3.2913 -4.2523
C 4.8865 -2.1768 -4.4328
C -1.3677 -1.8764 1.2011
C -2.2988 -1.8619 -0.0066
C -2.3828 -2.9759 -0.7824
C -3.0199 -2.7635 -1.9708
C -3.7652 -1.5991 -2.1175
C -3.6236 -0.4219 -1.3987
C -2.6829 -0.4859 -0.3224
O -2.6122 0.5429 0.5582
C -4.6130 0.7218 -1.6916
C -5.1869 0.6850 -3.0958
C -4.2830 2.1400 -1.1059
C -5.9204 0.2686 -1.1068
C -3.0676 -3.8973 -2.9294
C -4.4763 -4.5345 -2.5909
C -2.6595 -3.5802 -4.4065
C -1.9897 -4.9031 -2.6756
H 1.3401 -4.6965 4.6968
H 1.9649 0.9925 1.0362
H 0.5787 -3.1723 5.6216
H 5.4888 4.0858 9.5730
H 5.0599 2.3855 9.5873
H 7.3074 2.9107 8.3909
H 1.3693 -0.7418 3.7854
H -0.2896 -1.0221 3.6090
H 1.8779 -1.8117 1.4930
H 1.3011 -0.1539 2.0222
H -0.2532 -1.0656 -1.2638
H 0.5059 -2.6278 -0.5350
H 2.3227 -2.9075 -1.5720
H 4.5129 0.2578 -3.2063
H 5.0915 2.4686 -2.8116
H 6.0710 2.9808 -1.4288
H 4.3421 3.3473 -1.5029
H 6.2349 -0.0410 -2.0749
H 5.6003 -0.7123 -0.6181
H 6.9207 0.5367 -0.5916
H 4.0903 2.7173 0.6309
H 5.6390 1.9131 1.0053
H 4.1466 1.0116 1.1906
H 1.7343 -0.8356 -5.0698
H 2.7194 -1.6460 -6.3034
H 3.3570 -0.2143 -5.4951
H 1.4447 -3.0239 -4.0471
H 2.7728 -4.1295 -3.6332
H 2.5423 -3.7007 -5.2763
H 5.4283 -1.2071 -4.3947
H 5.0647 -2.5717 -5.4585
H 5.3854 -2.8952 -3.7631
H -1.7378 -1.3998 2.0729
H -1.0044 -2.8858 1.4080
H -1.9239 -3.8857 -0.4567
H -4.4021 -1.5051 -2.9777
H -4.4117 0.8036 -3.8846
H -5.8749 1.5149 -3.2042
H -5.6682 -0.2813 -3.2792
H -3.7270 2.8678 -1.7741
H -4.1540 2.2503 -0.0154
H -5.0832 2.8210 -1.2686
H -6.3905 -0.5800 -1.6061
H -6.6852 1.0714 -1.1776
H -5.8025 -0.0586 -0.0482
H -5.3397 -3.8244 -2.5705
H -4.4324 -5.0513 -1.6448
H -4.7300 -5.3014 -3.3127
H -3.1183 -2.6536 -4.8300
H -2.9006 -4.4338 -5.0991
H -1.5785 -3.4493 -4.5113
H -2.0345 -5.3503 -1.6806
H -0.9650 -4.4782 -2.8542
H -2.1898 -5.7142 -3.3847
O -0.9039 2.5790 -0.7958
O -0.3494 1.4214 -1.6335
O 7.0788 2.5912 9.3973
O -3.2483 6.2238 6.7792
N -2.3812 6.2844 5.8917
O -1.5062 7.2301 5.7699
C -2.2117 5.1186 4.9913
C -2.8376 3.6550 5.1624
C -2.4171 2.9483 4.1975
C -1.2613 3.0926 3.4352
O -0.6849 2.3505 2.5104
C -0.6311 4.3664 3.5574
C -1.3317 5.4848 4.1032
N 0.9175 4.3642 3.4037
O 1.6802 3.8797 2.4996
O 1.3186 5.0872 4.3356
N -7.5215 4.4055 3.8677
O -7.4438 5.6168 3.5501
O -6.7713 3.4654 3.2034
H -3.4859 3.6965 6.0375
H -1.1014 6.4603 3.7312
```



(6)
Computed, not measured: a cluster of 7 separate species, C12H39O7 in total, with the ωB97M-V functional and the def2-TZVPD basis.

Summary:
Frontier orbital gap, eV: 9.7
Net charge: +1
Energy above the lowest of the compared OMol25 structures with the same formula, charge and spin, kcal per mole: 269.1
LUMO, eV: -2.180
Electronic energy, hartree: -1006.5820

XYZ file:
```
58
C12H39O7, DFT the ωB97M-V functional and the def2-TZVPD basis
O 0.2244 -0.0698 -0.0096
H 0.9036 -0.7503 -0.0292
H 0.6724 0.5423 -0.4908
H 0.2547 0.2524 0.9201
C -1.8337 -3.0629 1.0148
C -3.0158 -2.2018 1.3599
O -2.9468 -0.9520 0.5780
H -0.9357 -2.4447 1.3797
H -1.7692 -3.3683 -0.0501
H -1.8466 -4.0437 1.7066
H -2.8802 -1.7230 2.2349
H -3.9407 -2.6347 1.3652
H -3.7227 -0.4502 0.9302
C 0.0336 2.1166 -2.8429
C 1.5818 2.1972 -2.6295
O 1.8965 1.4158 -1.5694
H -0.3746 2.5487 -1.7521
H -0.4650 1.0745 -2.8680
H -0.1699 2.5747 -3.5671
H 1.8111 3.2678 -2.1921
H 2.2619 2.1094 -3.3692
H 2.9118 1.5289 -1.5029
C 3.8376 -0.3565 1.2790
C 3.3732 -1.8105 1.3337
O 1.8938 -1.7095 1.4287
H 4.8524 -0.2332 1.3951
H 3.4786 0.2462 1.9715
H 3.5015 -0.1378 0.1677
H 3.7428 -2.1159 2.2301
H 3.8136 -2.5251 0.7284
H 1.6599 -2.5699 1.7830
C -3.1186 1.3008 -0.5225
C -2.2210 1.9030 0.4805
O -2.0793 0.8311 1.4893
H -3.1553 1.5671 -1.5475
H -4.0218 1.2787 -0.0064
H -2.6633 0.1992 -0.9834
H -2.6254 2.7984 0.9920
H -1.0416 1.9328 0.1372
H -1.7076 1.1096 2.3039
C -0.5890 -2.2100 -2.7914
C 0.6156 -2.9272 -2.2379
O 1.5378 -1.8609 -1.9440
H -0.8653 -1.6636 -2.0609
H -1.4663 -2.9683 -3.1470
H -0.5830 -1.7373 -3.7167
H 0.9527 -3.7849 -2.9511
H 0.3254 -3.3678 -1.3035
H 2.1730 -2.0050 -2.6718
C -0.0301 3.1489 1.3708
C 0.3104 2.4543 2.6991
O 0.7652 1.1273 2.4467
H 0.7684 3.0373 0.6821
H -0.2054 4.1942 1.3976
H -0.9489 2.6685 0.8805
H -0.6759 2.4754 3.4189
H 1.1740 2.9997 3.3033
H 0.5707 0.7840 3.3485
```



Among the records above, which one has the lowest electronic energy?
C40H56N5O12Sc